[1]
{
  "formula": "C2H9NO2",
  "method": "ωB97M-V/def2-TZVPD",
  "symbols": ["O", "O", "N", "C", "C", "H", "H", "H", "H", "H", "H", "H", "H", "H"],
  "positions_angstrom": [[0.288, -0.673, 1.208], [0.632, 1.891, -0.473], [-1.427, 0.740, -1.024], [-0.238, 1.389, -1.571], [0.759, -2.013, 1.652], [0.361, -2.013, 2.643], [-0.276, 2.224, -2.402], [-1.459, 0.074, -0.224], [-2.286, 0.755, -1.409], [0.462, 0.682, -2.121], [0.241, -2.829, 1.248], [1.839, -2.173, 1.552], [0.041, 2.158, 0.160], [1.064, -0.213, 0.761]],
  "mulliken_charge": [-0.49, -0.54, -0.39, -0.04, -0.62, 0.25, 0.25, 0.18, 0.12, 0.16, 0.28, 0.26, 0.27, 0.31],
  "spin_multiplicity": 1,
  "smiles": "NCO.CO",
  "total_charge": 0
}



[2]
{
  "formula": "C3H6MgO4SSm",
  "method": "ωB97M-V/def2-TZVPD",
  "symbols": ["Sm", "S", "Mg", "O", "O", "O", "O", "C", "C", "C", "H", "H", "H", "H", "H", "H"],
  "positions_angstrom": [[1.356, -1.223, -0.975], [3.481, 0.837, -0.424], [0.739, 1.541, 0.475], [0.117, 0.701, -1.267], [2.820, -0.616, -0.015], [2.622, 1.949, 0.412], [-0.387, -1.171, 0.505], [-1.523, -0.819, -0.275], [-1.259, 0.460, -1.101], [-0.079, -0.157, 1.563], [-0.992, -0.101, 2.179], [0.677, -0.676, 2.174], [-1.732, 0.327, -2.088], [-2.397, -0.692, 0.381], [-1.746, 1.319, -0.603], [-1.697, -1.679, -0.939]],
  "mulliken_spin": [6.04, 0.00, 0.01, -0.01, -0.03, 0.00, -0.02, 0.00, -0.01, 0.01, 0.00, 0.00, 0.00, 0.00, 0.00, 0.01],
  "spin_multiplicity": 7,
  "total_charge": 0
}



Number 1: E -286.7574 a.u., strongest force on any atom 4.1 eV/Å. Number 2: E -1675.0647 a.u., strongest force on any atom 7.5 eV/Å.